Density functional theory data (ωB97M-V/def2-TZVPD) for a 18-piece molecular cluster, C85H202F18N11O27PS6 overall.

```
350
Properties=species:S:1:pos:R:3:forces:R:3
C -0.857 -4.011 -7.620 1.29 -1.07 -0.48
C -1.289 -5.450 -7.547 -0.75 -0.95 -1.24
C -1.418 -6.146 -6.212 -0.13 0.22 0.47
C -0.134 -6.237 -5.343 -0.15 1.09 -1.75
N -0.393 -6.466 -3.917 0.61 0.58 2.28
C 0.956 -6.565 -3.150 0.05 1.01 -0.85
C 0.727 -7.530 -2.013 2.05 -0.30 0.75
C -0.646 -8.042 -2.149 -1.69 -0.46 0.99
C -0.968 -7.796 -3.586 -1.99 -0.21 -0.92
C -1.301 -5.416 -3.294 0.29 -0.16 -0.86
H -1.371 -3.407 -6.921 -0.70 0.91 0.53
H -0.917 -3.695 -8.661 -0.32 0.37 0.14
H 0.204 -3.981 -7.387 0.21 0.36 0.19
H -0.628 -6.057 -8.173 -0.03 0.11 -0.19
H -2.310 -5.569 -7.995 0.82 0.16 0.15
H -1.856 -7.116 -6.479 0.24 -0.03 0.64
H -2.184 -5.559 -5.703 -0.03 -0.22 0.40
H 0.428 -5.252 -5.452 -0.53 -1.25 0.37
H 0.494 -7.074 -5.686 -0.11 0.42 0.06
H 1.261 -5.563 -2.827 -0.19 -0.12 -0.28
H 1.652 -6.940 -3.921 -0.14 0.15 0.57
H 1.020 -7.180 -1.024 -0.51 0.66 -0.03
H 1.412 -8.356 -2.112 0.37 -0.46 -0.45
H -1.356 -7.537 -1.475 0.20 -0.01 -0.38
H -0.730 -9.095 -1.885 0.03 -0.08 -0.21
H -2.067 -7.759 -3.774 0.85 -0.20 -0.09
H -0.506 -8.495 -4.269 0.10 -0.40 -0.06
H -1.401 -5.541 -2.235 0.51 -0.12 0.54
H -2.269 -5.634 -3.697 -0.58 0.18 -0.27
H -0.982 -4.414 -3.567 0.25 -0.07 0.02
C 5.004 7.719 7.073 -0.65 0.05 -0.29
C 4.207 7.006 5.935 0.22 0.27 0.78
C 5.098 6.615 4.772 1.64 0.15 0.53
C 4.361 5.745 3.797 0.40 1.01 -0.26
N 5.181 5.091 2.703 0.09 0.24 1.09
C 5.996 3.970 3.247 0.36 -1.53 0.82
C 7.109 3.658 2.242 -0.52 0.74 -0.18
C 7.173 4.911 1.380 -1.54 0.80 -0.48
C 6.242 5.973 2.085 0.86 -1.14 -0.46
C 4.201 4.510 1.762 0.19 -1.50 -0.97
H 4.270 8.224 7.703 0.13 0.27 -0.02
H 5.666 8.468 6.623 -0.04 -0.11 0.35
H 5.558 7.076 7.782 -0.10 -0.02 -0.82
H 3.481 7.710 5.491 -0.15 -0.26 0.61
H 3.703 6.135 6.395 -0.03 0.27 -0.48
H 5.990 6.096 5.214 -0.50 0.43 -0.60
H 5.417 7.575 4.300 0.08 -0.78 0.28
H 3.639 6.399 3.297 -0.23 -0.54 -0.05
H 3.901 4.956 4.363 -0.53 -0.53 -0.16
H 5.379 3.102 3.303 -0.84 -0.40 -0.10
H 6.250 4.084 4.299 0.54 0.85 -0.19
H 6.817 2.787 1.674 -0.10 -0.15 -0.36
H 8.080 3.433 2.606 0.61 -0.11 1.01
H 6.774 4.686 0.383 -0.07 0.24 0.16
H 8.143 5.301 1.196 0.91 0.34 0.18
H 5.892 6.732 1.411 -0.75 0.08 -0.36
H 6.710 6.515 2.903 0.29 -0.36 0.07
H 4.751 3.807 1.081 -0.62 0.59 0.61
H 3.821 5.309 1.159 -0.58 0.32 -0.24
H 3.394 3.928 2.297 0.89 0.81 -0.55
C 0.649 0.593 -0.361 -0.20 0.15 -0.45
N -0.716 0.078 -0.576 -0.33 -0.40 -0.42
C -1.435 0.982 -1.555 1.29 -0.03 0.25
C -0.652 -1.235 -1.219 -0.41 -0.90 -1.27
C -1.413 -0.080 0.715 0.45 -0.67 1.89
C -1.786 1.200 1.373 -1.18 0.95 -0.72
O -2.972 1.796 0.775 1.08 0.71 0.23
H 1.191 0.414 -1.283 0.26 0.14 -0.02
H 1.096 0.111 0.487 0.26 -0.26 0.35
H 0.489 1.632 -0.179 0.62 0.81 0.30
H -0.876 0.928 -2.503 -0.45 -0.17 0.24
H -1.402 1.987 -1.176 0.00 0.31 0.28
H -2.436 0.633 -1.579 -0.92 -0.21 -0.50
H -0.218 -2.004 -0.566 -0.25 0.36 -0.15
H -0.087 -1.134 -2.150 -0.01 -0.01 0.58
H -1.670 -1.476 -1.577 0.38 -0.22 0.57
H -0.804 -0.727 1.400 0.00 0.82 -0.70
H -2.299 -0.666 0.648 -0.86 -0.43 -0.85
H -1.119 1.983 1.142 1.35 0.58 0.16
H -1.886 1.139 2.442 -0.17 -0.47 0.42
H -3.720 1.235 0.830 -1.11 -1.32 0.23
C -5.581 3.777 1.564 0.78 -0.82 -0.52
N -5.500 4.523 0.295 0.42 1.10 0.30
C -4.464 5.584 0.423 1.09 0.43 -1.15
C -5.068 3.651 -0.797 1.10 -1.04 0.57
C -6.819 5.146 -0.055 -0.10 0.38 0.62
C -7.869 4.166 -0.523 -0.53 1.58 -1.54
O -8.258 3.263 0.440 -0.92 -1.74 0.46
H -5.767 4.499 2.349 -0.17 -0.28 0.31
H -4.619 3.243 1.644 -0.26 0.41 0.44
H -6.344 3.031 1.395 -0.41 0.00 0.63
H -4.299 6.014 -0.609 -0.16 -0.32 1.22
H -3.499 5.127 0.755 -0.84 0.26 -0.20
H -4.781 6.375 1.097 -0.11 -0.09 0.10
H -4.057 3.233 -0.520 -1.05 0.42 -0.50
H -5.029 4.267 -1.679 0.04 -0.15 -0.53
H -5.807 2.865 -0.856 0.18 -0.30 -0.35
H -6.570 5.861 -0.836 -0.36 -0.01 -0.21
H -7.180 5.720 0.817 0.28 -0.34 -0.23
H -7.593 3.781 -1.521 0.03 -0.48 0.54
H -8.742 4.771 -0.731 -0.14 0.69 -0.32
H -9.155 2.917 0.202 1.22 0.40 0.40
C 4.631 -4.804 -2.822 -2.06 0.31 0.17
N 5.883 -4.128 -3.164 -0.50 1.45 -0.03
C 6.130 -4.225 -4.614 0.43 -0.27 -0.60
C 5.618 -2.646 -2.936 -0.48 -0.05 -1.21
C 7.049 -4.607 -2.321 -1.45 1.32 1.72
C 7.555 -5.976 -2.467 0.40 -0.77 -2.10
O 6.697 -6.916 -1.946 -1.36 -0.55 1.16
H 4.591 -5.076 -1.775 0.03 0.37 0.23
H 4.555 -5.708 -3.366 0.16 -1.06 -0.57
H 3.743 -4.166 -3.120 1.16 -0.55 0.51
H 5.503 -3.503 -5.156 0.03 -0.45 0.25
H 5.946 -5.249 -4.973 0.34 0.50 0.11
H 7.163 -3.906 -4.701 0.20 -0.22 -0.67
H 5.478 -2.461 -1.905 -0.01 0.21 1.08
H 4.715 -2.345 -3.493 0.11 -0.67 0.61
H 6.339 -2.012 -3.414 1.21 -0.08 0.26
H 6.678 -4.478 -1.260 0.44 -0.01 -1.01
H 7.872 -3.930 -2.479 0.13 0.42 -0.23
H 8.512 -5.910 -1.983 0.72 -0.47 0.33
H 7.702 -6.230 -3.532 0.48 0.36 0.16
H 6.983 -7.827 -2.069 0.30 0.19 -0.12
C -1.713 -1.752 7.545 0.18 -1.07 0.71
N -0.840 -1.285 6.479 -1.35 1.15 -1.05
C -1.013 -2.195 5.286 0.40 0.34 -0.87
C -1.453 0.065 6.178 2.01 0.85 0.03
C 0.601 -1.109 6.870 -0.23 -0.17 -0.50
C 1.120 -2.145 7.819 0.57 -1.13 -1.10
O 1.082 -3.504 7.264 -0.17 1.45 0.91
H -1.318 -2.721 7.807 -0.63 -0.65 0.24
H -2.740 -1.739 7.151 0.43 -0.29 0.38
H -1.602 -1.117 8.412 -0.14 0.29 0.15
H -0.491 -3.102 5.540 0.17 -0.35 -0.09
H -0.542 -1.706 4.392 -0.42 -0.40 0.85
H -2.082 -2.418 5.091 0.78 0.43 0.36
H -1.298 0.665 7.111 -0.64 -0.44 -0.79
H -2.482 -0.020 5.824 0.42 0.00 0.28
H -0.766 0.492 5.442 -0.57 0.24 -0.23
H 0.664 -0.189 7.413 -0.08 0.75 0.29
H 1.214 -0.950 5.957 -0.58 -0.49 0.47
H 0.690 -2.113 8.808 -0.65 0.01 0.16
H 2.149 -1.895 7.976 0.83 0.32 0.08
H 1.285 -3.987 8.069 0.02 -0.88 -0.21
C -5.812 -2.907 0.548 -1.10 -0.13 0.46
N -4.792 -3.863 0.040 -0.42 1.17 0.24
C -5.332 -4.382 -1.251 0.73 -0.05 -0.49
C -3.573 -2.997 -0.247 -1.18 1.22 2.35
C -4.568 -4.950 1.073 0.73 -0.53 -0.93
C -3.883 -6.207 0.469 -0.37 0.60 0.28
O -2.763 -5.964 -0.349 0.00 0.28 0.39
H -6.701 -3.477 0.916 0.44 0.56 -0.94
H -5.976 -2.124 -0.218 -0.34 -0.68 0.38
H -5.435 -2.420 1.418 0.60 0.36 0.57
H -5.533 -3.560 -1.946 0.29 0.09 0.32
H -6.263 -4.899 -1.104 -0.28 -0.40 0.32
H -4.558 -5.024 -1.661 -0.22 -0.14 -0.19
H -3.047 -2.772 0.704 -0.24 -0.59 -0.44
H -3.935 -2.014 -0.583 0.05 -0.54 -0.42
H -2.973 -3.487 -0.923 1.39 -0.98 -1.45
H -5.528 -5.266 1.473 -0.29 0.07 -0.20
H -3.988 -4.590 1.930 0.05 0.53 -0.48
H -4.600 -6.765 -0.154 0.27 0.08 0.41
H -3.656 -6.753 1.386 0.22 -0.64 -0.23
H -1.991 -5.530 0.108 -0.69 -0.40 -0.27
C -7.206 -2.742 6.997 -0.26 -0.34 -0.59
N -7.735 -4.145 6.974 -1.15 0.57 1.06
C -7.296 -4.689 8.269 0.24 -1.06 0.59
C -9.256 -4.051 6.944 0.02 -0.51 -0.16
C -7.308 -5.024 5.858 0.11 0.72 -1.62
C -5.827 -4.962 5.489 -0.55 2.30 -1.54
O -4.962 -5.394 6.481 0.28 -0.76 0.12
H -7.593 -2.270 7.905 0.02 -0.04 -0.31
H -7.590 -2.260 6.100 0.45 0.33 0.08
H -6.127 -2.826 7.066 0.06 0.43 -0.29
H -7.811 -4.146 9.065 0.27 -0.19 -0.04
H -6.212 -4.613 8.305 -0.11 0.23 0.28
H -7.505 -5.757 8.312 -0.35 0.08 0.13
H -9.618 -3.453 7.792 0.32 -0.27 -0.21
H -9.643 -5.104 7.040 0.15 1.22 -0.43
H -9.508 -3.509 6.003 -0.10 -0.81 0.66
H -7.947 -4.764 4.973 0.75 -0.05 0.66
H -7.540 -6.042 6.088 -0.45 -0.59 0.56
H -5.547 -3.873 5.275 -0.29 -1.43 0.10
H -5.768 -5.496 4.506 0.31 0.15 0.78
H -4.946 -6.360 6.458 0.20 0.05 0.25
C 4.728 -5.743 2.822 -1.40 -1.83 -2.08
N 4.701 -4.669 3.790 0.88 0.33 -0.88
C 3.928 -5.036 4.981 -1.26 -0.72 -1.07
C 6.063 -4.357 4.264 0.22 -0.05 0.62
C 4.198 -3.449 3.070 -0.75 -0.27 0.17
C 4.824 -3.099 1.748 0.53 0.79 0.26
O 4.383 -3.806 0.632 -0.50 -0.46 0.39
H 5.424 -5.564 1.979 -0.27 -0.04 0.82
H 3.713 -5.823 2.367 0.60 0.33 0.19
H 4.838 -6.742 3.246 0.68 0.32 0.40
H 2.884 -5.154 4.651 0.09 0.72 0.54
H 4.166 -4.271 5.708 -0.64 -0.35 0.55
H 4.198 -6.069 5.193 0.47 0.29 0.79
H 6.456 -5.241 4.813 -0.03 0.71 -0.55
H 5.867 -3.524 4.959 0.94 -0.23 -0.27
H 6.644 -4.072 3.380 0.25 -0.12 0.68
H 4.380 -2.621 3.707 0.11 0.77 0.83
H 3.122 -3.523 2.945 -0.24 -0.29 0.07
H 5.907 -3.133 1.829 0.16 0.08 -0.33
H 4.514 -2.060 1.647 0.31 0.37 -0.11
H 3.438 -3.875 0.859 -0.32 -0.36 -1.13
C -3.333 1.878 -7.082 -0.87 0.63 -0.74
N -3.279 0.542 -7.723 0.05 0.22 -0.11
C -4.519 -0.155 -7.403 -1.07 -1.42 0.86
C -3.256 0.729 -9.199 1.30 0.04 -0.92
C -2.062 -0.286 -7.343 -0.13 1.00 0.28
C -1.948 -0.781 -5.925 2.30 0.89 1.18
O -1.937 0.263 -4.936 -0.75 -0.70 -0.58
H -4.108 2.452 -7.612 0.25 -0.20 0.17
H -2.409 2.391 -7.189 0.88 0.27 -0.09
H -3.616 1.814 -6.059 0.01 -0.29 0.81
H -4.391 -1.210 -7.680 -0.22 0.30 0.07
H -5.357 0.260 -7.949 0.02 0.17 -0.26
H -4.787 -0.086 -6.334 0.51 -0.06 -0.36
H -4.045 1.386 -9.528 -0.55 -0.03 0.15
H -3.330 -0.257 -9.685 0.03 0.47 0.16
H -2.320 1.245 -9.509 -0.41 -0.59 0.37
H -1.215 0.370 -7.598 -0.15 -0.36 0.17
H -2.068 -1.146 -7.979 0.05 -0.45 -0.65
H -0.901 -1.176 -5.886 -0.92 -0.08 -0.20
H -2.577 -1.591 -5.599 -0.70 -0.28 -0.31
H -2.813 0.201 -4.497 0.39 0.57 0.06
C -1.599 5.282 7.258 -0.88 -0.76 -0.30
N -0.894 5.657 6.014 0.47 1.36 0.65
C -1.610 6.757 5.313 1.63 0.53 0.52
C 0.448 6.191 6.421 0.48 0.56 0.58
C -0.703 4.532 5.108 1.72 -0.27 -1.12
C -1.854 4.107 4.237 0.83 -0.25 1.03
O -2.907 3.743 5.158 -0.02 -0.99 -1.95
H -2.598 4.943 6.911 0.74 -0.12 0.83
H -1.687 6.130 7.923 0.03 0.29 -0.02
H -0.974 4.515 7.729 -0.59 -0.02 0.01
H -2.662 6.561 5.276 -0.42 -0.25 -0.53
H -1.027 6.864 4.382 -0.98 0.32 0.06
H -1.430 7.608 5.962 -0.29 0.45 -0.28
H 1.079 5.471 6.959 -0.31 -0.41 -0.79
H 0.302 6.939 7.198 -0.32 0.31 -0.23
H 0.953 6.667 5.571 -0.11 -0.43 0.18
H -0.327 3.760 5.743 -0.04 -1.02 0.16
H 0.163 4.783 4.461 -0.60 0.00 0.24
H -1.385 3.257 3.671 -0.96 0.55 0.25
H -2.122 4.930 3.556 -0.24 -0.47 0.04
H -3.306 2.948 4.742 -0.16 0.42 0.63
C 7.916 3.052 -6.587 0.15 0.53 0.96
C 6.443 2.687 -6.493 -0.04 -0.08 -0.89
C 5.551 3.726 -5.782 0.61 -0.82 0.59
C 4.087 3.268 -5.929 -0.48 1.79 0.03
P 2.927 4.108 -4.748 0.78 -2.12 -0.50
C 3.160 5.838 -4.879 -0.87 1.32 -1.56
C 2.613 6.534 -6.248 0.26 -0.85 1.46
C 3.246 7.861 -6.484 1.08 0.99 -1.21
C 4.711 7.774 -6.974 0.78 -0.65 -0.38
C 1.237 3.613 -5.060 -0.69 0.03 0.80
C 0.300 4.033 -3.882 0.26 -0.08 0.10
C -1.133 3.718 -4.249 -1.01 1.19 0.39
C -2.193 4.100 -3.168 0.91 0.01 -0.17
C 3.378 3.653 -3.077 0.91 0.29 -0.07
C 3.692 2.161 -2.840 -0.04 0.29 -0.23
C 3.960 1.892 -1.364 -0.74 0.30 0.54
C 4.425 0.479 -1.019 -0.07 -0.12 0.97
H 8.037 4.077 -7.003 0.06 -0.67 0.34
H 8.516 2.357 -7.186 -0.33 0.12 0.10
H 8.290 3.014 -5.547 0.36 0.32 -0.50
H 6.327 1.670 -6.054 -0.09 0.67 -0.11
H 6.099 2.632 -7.523 -0.38 -0.27 -0.21
H 5.759 4.746 -6.144 -0.29 -0.39 -0.10
H 5.848 3.709 -4.720 -0.16 0.16 -0.10
H 4.026 2.200 -5.809 -0.25 -0.46 0.12
H 3.719 3.538 -6.931 0.08 -0.27 0.15
H 4.249 5.893 -4.752 -0.16 0.59 -0.13
H 2.646 6.342 -4.045 0.36 -0.16 -0.09
H 1.528 6.631 -6.201 -0.06 0.00 0.44
H 2.778 5.975 -7.153 0.35 -0.88 -0.19
H 3.246 8.482 -5.626 -0.13 0.50 1.20
H 2.625 8.425 -7.186 0.18 -0.19 -0.25
H 4.875 7.017 -7.774 -0.50 0.48 0.18
H 5.392 7.418 -6.190 -0.25 0.08 0.26
H 5.210 8.696 -7.333 -0.84 -0.24 0.21
H 1.039 2.545 -5.154 0.75 -0.19 -0.36
H 1.006 4.106 -6.011 -0.43 -0.03 0.12
H 0.399 5.094 -3.692 0.04 0.28 0.22
H 0.552 3.511 -2.918 0.05 0.31 -1.04
H -1.209 2.659 -4.437 -0.19 -0.46 -0.44
H -1.378 4.323 -5.145 0.04 -0.62 0.08
H -3.197 3.842 -3.500 0.02 -0.29 0.06
H -2.194 5.166 -2.952 0.16 0.20 -0.18
H -1.940 3.633 -2.211 -0.28 -0.12 -0.12
H 2.548 4.058 -2.496 0.16 -0.20 0.52
H 4.289 4.265 -2.850 -0.70 -0.39 0.01
H 4.531 1.873 -3.501 -0.04 0.10 0.45
H 2.868 1.519 -3.169 -0.15 0.10 0.07
H 3.102 2.270 -0.758 0.08 -0.87 -0.61
H 4.718 2.539 -0.929 0.57 0.39 -0.51
H 4.224 0.334 0.057 0.20 -0.10 -0.28
H 5.506 0.457 -1.142 0.15 -0.29 -0.09
H 3.998 -0.398 -1.521 -0.26 0.54 -0.28
C 0.668 5.789 1.315 -0.09 0.46 -1.10
F 1.056 5.121 2.434 -0.34 0.58 -0.48
F -0.413 6.547 1.592 -0.29 -0.77 0.40
F 1.607 6.705 1.010 0.52 -0.45 0.25
S 0.464 4.595 -0.157 -1.12 -0.29 3.53
O 0.213 5.433 -1.282 -0.04 0.25 -0.53
O 1.740 3.946 -0.023 0.79 -0.28 -0.97
O -0.647 3.748 0.327 0.60 1.02 -1.06
C 3.125 0.518 3.818 -1.36 1.69 1.86
F 3.175 -0.315 4.886 -0.05 0.00 0.13
F 4.057 1.477 4.032 -0.13 -0.05 0.08
F 3.503 -0.167 2.793 0.47 -1.04 -1.80
S 1.372 1.283 3.554 2.18 -1.42 -0.15
O 1.715 2.142 2.434 -0.86 -0.20 0.50
O 0.672 0.026 3.273 -0.22 1.01 0.00
O 1.008 1.922 4.809 0.03 -0.08 -0.52
C 2.121 -1.693 -5.715 -0.78 -1.19 -0.02
F 3.247 -1.035 -5.842 0.55 1.10 -0.18
F 1.196 -1.253 -6.613 0.61 0.37 0.87
F 2.385 -2.947 -6.098 0.08 -0.77 0.09
S 1.549 -1.691 -3.925 1.13 -0.43 -0.45
O 0.465 -2.653 -3.931 0.12 0.09 0.05
O 2.728 -2.074 -3.132 -1.05 -0.09 -0.89
O 1.206 -0.307 -3.766 -0.55 0.86 0.23
C -0.021 -5.706 2.445 -0.38 0.73 -0.31
F 0.286 -5.434 3.750 -0.13 -0.15 -1.30
F 0.772 -6.684 2.002 -0.04 0.14 0.37
F -1.301 -6.155 2.407 0.60 0.17 0.25
S 0.095 -4.200 1.244 0.84 -2.87 0.47
O 1.550 -3.970 1.203 -1.36 0.22 -0.17
O -0.470 -4.845 0.025 1.02 1.36 1.22
O -0.732 -3.228 1.898 -0.01 0.59 -0.31
C -5.982 -0.497 3.632 0.12 -0.48 2.00
F -6.641 -1.684 3.895 0.36 0.69 -0.72
F -6.303 -0.064 2.431 -0.09 -0.06 -0.19
F -6.448 0.372 4.564 0.33 -0.39 -0.78
S -4.122 -0.778 3.859 -1.35 2.81 0.07
O -3.790 -1.399 2.591 0.48 -0.14 0.50
O -3.655 0.636 4.032 -0.39 -2.42 -0.33
O -4.072 -1.592 5.070 0.18 0.19 -0.71
C -6.770 0.594 -2.795 1.87 -0.66 0.32
F -7.455 0.275 -3.850 -1.12 -0.46 -0.49
F -6.718 1.950 -2.771 -0.09 -0.81 0.69
F -7.304 0.073 -1.652 -0.14 1.03 -1.10
S -5.037 -0.187 -2.942 -1.12 -0.13 1.02
O -4.588 -0.135 -1.580 0.31 -0.17 1.59
O -5.207 -1.517 -3.467 -0.36 -0.20 -0.24
O -4.288 0.711 -3.764 0.49 1.17 -1.66
```
Forces are in eV/Å.

Computed properties:
**E**: -286255.72627 eV
**Lowest unoccupied orbital energy**: -8.15 eV
**Gap between HOMO and LUMO**: 10.175 eV
**Total charge**: +6

Mulliken atomic charge list, values in e, 4 entries: C -0.399; C -1.232; C -0.191; C -0.121